*one*
Here is the molecule C7H9N from the Open Molecules 2025 dataset. Energies are from ωB97M-V/def2-TZVPD.

Results
Gap between HOMO and LUMO ... 9.80 eV
Molar mass ... 107.2 g/mol
Structure (SMILES) ... CNc1ccccc1
HOMO level ... -8.78 eV

The geometry in ORCA input format:
```
! RIJCOSX wB97M-V def2-TZVPD def2/J DEFGRID3
* xyz 0 1
C 2.536 0.286 0.286
C 0.194 -0.412 -0.122
C -0.177 0.983 -0.172
C -1.613 1.255 -0.061
C -2.499 0.136 0.079
C -2.020 -1.082 0.096
C -0.709 -1.432 -0.005
H 3.697 -0.371 0.349
H 2.677 1.168 -0.470
H 2.226 0.796 1.334
H 1.920 -0.764 -1.043
H 0.542 1.727 -0.311
H -2.025 2.324 -0.074
H -3.596 0.326 0.080
H -2.541 -1.738 0.344
H -0.219 -2.429 -0.102
N 1.607 -0.773 -0.208
*
```

Here are the natural (NBO) charges for atoms 1 to 5, given in e: -0.4395, 0.1422, -0.2554, -0.1844, -0.2245

*two*
Here is the molecule C7H9N from the Open Molecules 2025 dataset. Energies are from ωB97M-V/def2-TZVPD.

Results
Gap between HOMO and LUMO ... 8.85 eV
Molar mass ... 107.2 g/mol
Structure (SMILES) ... C=Cc1cc(C)c[nH]1
HOMO level ... -7.81 eV

The geometry in ORCA input format:
```
! RIJCOSX wB97M-V def2-TZVPD def2/J DEFGRID3
* xyz 0 1
C 2.432 0.504 -1.517
C 1.114 0.228 -0.878
C 0.056 -0.391 -1.511
N -0.932 -0.533 -0.565
C -0.476 -0.145 0.659
C 0.816 0.362 0.495
C -2.569 -0.023 1.906
C -1.280 -0.338 1.877
H 2.908 1.310 -0.947
H 3.193 -0.280 -1.447
H 2.357 0.885 -2.535
H -0.055 -0.643 -2.550
H -1.763 -1.078 -0.679
H 1.320 0.864 1.303
H -3.253 -0.153 2.738
H -3.084 0.413 1.054
H -0.784 -0.981 2.596
*
```

Here are the natural (NBO) charges for atoms 1 to 5, given in e: -0.6273, -0.0893, -0.0910, -0.4909, 0.0898

*three*
Here is the molecule C7H9N from the Open Molecules 2025 dataset. Energies are from ωB97M-V/def2-TZVPD.

Results
Gap between HOMO and LUMO ... 4.30 eV
Molar mass ... 107.2 g/mol
HOMO level ... -5.87 eV

The geometry in ORCA input format:
```
! RIJCOSX wB97M-V def2-TZVPD def2/J DEFGRID3
* xyz 0 1
C 2.326 1.032 -0.430
C 2.364 -0.212 0.238
N 1.418 -0.559 1.163
C 0.177 -0.289 0.175
C 1.227 0.155 -0.863
C -3.262 0.705 -0.053
C -2.494 -0.599 0.200
C -1.097 -0.467 -0.277
H 3.163 1.335 -0.977
H 3.202 -0.851 -0.081
H 1.327 0.067 1.974
H 1.073 -0.193 -1.871
H -3.436 0.978 -1.083
H -2.538 1.484 0.343
H -4.162 0.825 0.507
H -2.947 -1.597 0.379
H -1.054 -0.097 -1.281
*
```

Here are the natural (NBO) charges for atoms 1 to 5, given in e: -0.3070, 0.0148, -0.6007, 0.1598, -0.1998

*four*
Here is the molecule C7H9N from the Open Molecules 2025 dataset. Energies are from ωB97M-V/def2-TZVPD.

Results
Gap between HOMO and LUMO ... 7.23 eV
Molar mass ... 107.2 g/mol
HOMO level ... -7.06 eV

The geometry in ORCA input format:
```
! RIJCOSX wB97M-V def2-TZVPD def2/J DEFGRID3
* xyz 0 1
C 2.290 0.223 0.022
C 1.105 1.234 -0.295
C -1.620 1.148 0.214
C -1.279 -1.177 -0.246
C 1.508 -1.093 -0.144
C 0.050 -0.709 0.468
C -0.179 0.849 0.160
H 3.063 0.244 -0.678
H 2.757 0.244 1.024
H 1.273 2.299 -0.340
H -1.921 2.032 -0.404
H -3.082 -0.425 -0.017
H -1.861 -2.165 -0.080
H 2.011 -2.009 0.277
H 0.017 -0.544 1.563
H 1.242 -1.543 -1.125
N -2.108 -0.141 -0.183
*
```

Here are the natural (NBO) charges for atoms 1 to 5, given in e: -0.4312, -0.2779, -0.2818, 0.0126, -0.3948

Stability summary: most stable *two*, least stable *three*.

*one*
Here is the molecule C5H5N from the Open Molecules 2025 dataset. Energies are from ωB97M-V/def2-TZVPD.

Results
Gap between HOMO and LUMO ... 9.90 eV
Molar mass ... 79.1 g/mol
HOMO level ... -9.27 eV

The geometry in ORCA input format:
```
! RIJCOSX wB97M-V def2-TZVPD def2/J DEFGRID3
* xyz 0 1
C -0.159 -1.321 -1.556
C 0.520 -0.667 0.745
C -0.657 1.842 -0.058
C 0.552 -1.592 -0.483
C 0.053 0.565 0.125
N -0.700 0.532 -0.870
H -0.256 -1.113 1.389
H 1.430 -0.566 1.365
H -1.544 1.985 0.427
H -0.372 2.741 -0.540
H 1.135 -2.406 -0.543
*
```

Here are the natural (NBO) charges for atoms 1 to 5, given in e: 0.1512, -0.4805, -0.2375, -0.5513, 0.2605

*two*
Here is the molecule C5H5N from the Open Molecules 2025 dataset. Energies are from ωB97M-V/def2-TZVPD.

Results
Gap between HOMO and LUMO ... 11.19 eV
Molar mass ... 79.1 g/mol
Structure (SMILES) ... C#CCCC#N
HOMO level ... -10.45 eV

The geometry in ORCA input format:
```
! RIJCOSX wB97M-V def2-TZVPD def2/J DEFGRID3
* xyz 0 1
C -2.388 0.139 -1.817
C -1.293 0.193 -1.262
C 0.034 0.227 -0.673
C 0.000 -0.106 0.827
C 1.330 -0.176 1.353
H -3.326 0.235 -2.309
H 0.423 1.232 -0.772
H 0.702 -0.474 -1.203
H -0.556 0.652 1.372
H -0.494 -1.069 0.966
N 2.451 -0.319 1.626
*
```

Here are the natural (NBO) charges for atoms 1 to 5, given in e: -0.2190, -0.0245, -0.4623, -0.5013, 0.2803

*three*
Here is a structure of composition C5H5N from the Open Molecules 2025 dataset. Energies are from ωB97M-V/def2-TZVPD.

Results
Gap between HOMO and LUMO ... 9.43 eV
Molar mass ... 79.1 g/mol
HOMO level ... -8.32 eV

The geometry in ORCA input format:
```
! RIJCOSX wB97M-V def2-TZVPD def2/J DEFGRID3
* xyz 0 1
C -1.513 0.229 0.617
C -1.597 0.212 -0.706
C 1.454 1.041 0.076
C 0.760 -1.017 -0.082
C -0.251 0.159 -0.073
N 1.993 -0.103 0.097
H -2.088 0.346 1.637
H -2.198 0.381 -1.592
H 1.877 2.063 0.215
H 0.631 -1.694 0.767
H 0.932 -1.617 -0.957
*
```

Here are the natural (NBO) charges for atoms 1 to 5, given in e: -0.1733, -0.1771, 0.0574, -0.2799, -0.0806

Stability summary: most stable *two*, least stable *one*.

*one*
Here is a structure of composition C4H13O4 from the Open Molecules 2025 dataset. Energies are from ωB97M-V/def2-TZVPD.

Results
Gap between HOMO and LUMO ... 7.50 eV
Molar mass ... 125.1 g/mol
HOMO level ... -4.17 eV

The geometry in ORCA input format:
```
! RIJCOSX wB97M-V def2-TZVPD def2/J DEFGRID3
* xyz -1 1
C -0.670 -1.522 -1.151
C 0.101 -1.356 0.143
C 0.293 0.141 0.474
O 1.044 0.652 -0.624
C -2.163 -1.146 -0.934
O -2.868 -1.588 -2.111
H -0.287 -0.834 -1.915
H -0.720 -2.527 -1.594
H 1.138 -1.702 0.113
H -0.300 -1.865 1.016
H -0.690 0.633 0.554
H 0.870 0.270 1.386
H -2.655 -0.593 -2.113
H -2.202 -0.108 -0.518
H -2.498 -1.815 -0.144
H 1.179 1.627 -0.508
H 2.859 2.456 0.244
O 2.045 2.927 0.465
H 1.906 2.338 1.426
H 1.621 2.330 3.197
O 1.996 1.681 2.593
*
```

Here are the natural (NBO) charges for atoms 1 to 5, given in e: -0.4170, -0.4344, -0.0733, -0.7992, -0.1650

*two*
Here is a cluster of 3 separate species, C4H13O4 in total from the Open Molecules 2025 dataset. Energies are from ωB97M-V/def2-TZVPD.

Results
Gap between HOMO and LUMO ... 8.74 eV
Molar mass ... 125.1 g/mol
HOMO level ... -4.71 eV

The geometry in ORCA input format:
```
! RIJCOSX wB97M-V def2-TZVPD def2/J DEFGRID3
* xyz -1 1
C -1.597 -0.750 0.531
C -0.969 0.073 1.597
C 0.469 0.449 1.053
O 1.151 -0.750 1.014
C -1.761 0.006 -0.854
O -0.801 -0.247 -1.808
H -0.973 -1.598 0.275
H -2.682 -1.151 0.565
H -0.673 -0.609 2.449
H -1.636 0.725 2.075
H 0.497 0.732 0.019
H 0.923 1.235 1.687
H -1.707 1.004 -0.642
H -2.771 -0.126 -1.298
H 0.291 -0.349 -1.446
H 1.566 -0.821 0.077
H 1.652 -1.571 -1.797
O 1.628 -0.640 -1.430
H 2.260 2.266 -0.685
H 2.351 0.594 -0.879
O 2.783 1.528 -0.503
*
```

Here are the natural (NBO) charges for atoms 1 to 5, given in e: -0.4491, -0.4482, -0.0513, -0.8014, -0.0316

Stability summary: most stable *two*, least stable *one*.

*one*
Here is the molecule C5H9N3OS from the Open Molecules 2025 dataset. Energies are from ωB97M-V/def2-TZVPD.

Results
Gap between HOMO and LUMO (alpha / beta) ... 7.26 / 7.25 eV
Molar mass ... 159.2 g/mol
HOMO level (alpha / beta) ... -6.89 / -7.46 eV

The geometry in ORCA input format:
```
! RIJCOSX wB97M-V def2-TZVPD def2/J DEFGRID3
* xyz 0 1
C -2.418 0.766 0.137
C -0.760 2.618 0.137
C 1.983 -0.695 -1.127
C -4.041 -1.407 0.416
C 2.053 0.304 -0.006
N -1.498 1.532 0.279
N 0.534 2.089 0.060
N 0.761 0.843 0.275
O -1.086 3.770 -0.042
S -3.483 -0.084 -0.802
H 1.961 -0.273 -2.125
H 2.757 -1.350 -1.166
H 0.989 -1.374 -0.983
H -3.137 -1.746 0.880
H -4.333 -2.149 -0.305
H -4.855 -1.222 1.094
H 2.431 -0.258 0.926
H 2.790 1.065 -0.183
H 1.364 2.838 -0.164
*
```

Here are the natural (NBO) charges for atoms 1 to 5, given in e: 0.1262, 0.7067, -0.5967, -0.6917, -0.2682

*two*
Here is the molecule C5H9N3OS from the Open Molecules 2025 dataset. Energies are from ωB97M-V/def2-TZVPD.

Results
Gap between HOMO and LUMO (alpha / beta) ... 4.94 / 4.90 eV
Molar mass ... 159.2 g/mol
HOMO level (alpha / beta) ... -7.36 / -7.35 eV

The geometry in ORCA input format:
```
! RIJCOSX wB97M-V def2-TZVPD def2/J DEFGRID3
* xyz 0 1
C 0.673 0.854 1.788
C 0.661 -1.037 -0.175
C -0.509 0.080 -0.219
C -1.868 -0.671 -0.467
C -0.129 0.950 -1.453
N 1.455 -1.566 -0.998
N 1.599 -0.010 1.540
N -0.464 0.820 1.059
O 2.470 -2.070 -1.352
S 0.697 2.006 3.045
H 0.699 -1.565 0.843
H -1.801 -1.397 0.287
H -1.656 -1.154 -1.420
H -2.672 -0.119 -0.656
H -0.178 0.230 -2.281
H 0.845 1.473 -1.307
H -0.912 1.770 -1.485
H 2.330 -0.141 2.150
H -1.240 1.547 1.100
*
```

Here are the natural (NBO) charges for atoms 1 to 5, given in e: 0.2839, -0.0007, 0.1754, -0.6023, -0.6395

Stability summary: most stable *one*, least stable *two*.

*one*
Here is a cluster of 2 separate species, H3N3O2S in total from the Open Molecules 2025 dataset. Energies are from ωB97M-V/def2-TZVPD.

Results
Gap between HOMO and LUMO (alpha / beta) ... 7.17 / 8.39 eV
Molar mass ... 109.1 g/mol
HOMO level (alpha / beta) ... -9.07 / -9.70 eV

The geometry in ORCA input format:
```
! RIJCOSX wB97M-V def2-TZVPD def2/J DEFGRID3
* xyz 0 1
N -1.159 -0.831 0.094
N -0.296 -0.251 -0.657
N 1.052 -0.581 -0.200
O 1.066 -1.234 0.801
O 1.934 -0.153 -0.864
S -0.308 2.245 0.284
H -0.739 -1.268 0.970
H -2.118 -0.832 -0.130
H 0.567 2.904 -0.298
*
```

Here are the natural (NBO) charges for atoms 1 to 5, given in e: -0.5211, -0.0937, 0.6045, -0.4078, -0.3137

*two*
Here is a cluster of 2 separate species, H3N3O2S in total from the Open Molecules 2025 dataset. Energies are from ωB97M-V/def2-TZVPD.

Results
Gap between HOMO and LUMO (alpha / beta) ... 8.32 / 7.21 eV
Molar mass ... 109.1 g/mol
HOMO level (alpha / beta) ... -9.93 / -9.46 eV

The geometry in ORCA input format:
```
! RIJCOSX wB97M-V def2-TZVPD def2/J DEFGRID3
* xyz 0 1
N -1.266 0.939 0.015
N -0.478 0.103 -0.607
N -0.317 -1.174 0.031
O -0.719 -1.336 1.202
O 0.323 -1.989 -0.600
S 2.436 0.341 0.292
H -1.511 1.031 0.963
H -1.405 1.844 -0.380
H 2.935 0.241 -0.917
*
```

Here are the natural (NBO) charges for atoms 1 to 5, given in e: -0.4986, -0.0825, 0.5634, -0.4236, -0.3219

Stability summary: most stable *one*, least stable *two*.

*one*
Here is the molecule C6H9NO from the Open Molecules 2025 dataset. Energies are from ωB97M-V/def2-TZVPD.

Results
Gap between HOMO and LUMO ... 9.65 eV
Molar mass ... 111.1 g/mol
Structure (SMILES) ... O[C@]12C[C@@H]1N[C@H]1C[C@H]12
HOMO level ... -8.68 eV

The geometry in ORCA input format:
```
! RIJCOSX wB97M-V def2-TZVPD def2/J DEFGRID3
* xyz 0 1
C 0.750 -0.737 -0.034
C 2.110 -0.123 0.116
C 0.817 0.681 0.385
C -1.398 0.200 0.188
C -1.234 0.371 -1.285
C -0.639 -0.840 -0.654
H 0.018 -1.159 1.699
H 2.782 0.267 -0.637
H 2.633 -0.562 0.997
H 0.786 1.309 -0.515
H -0.670 1.805 1.276
H -2.427 0.156 0.611
H -2.120 0.138 -1.857
H -0.635 1.126 -1.792
H -0.986 -1.867 -0.784
N -0.439 0.825 1.155
O 0.651 -1.591 1.131
*
```

Here are the natural (NBO) charges for atoms 1 to 5, given in e: 0.1798, -0.3388, -0.1393, -0.0743, -0.4607

*two*
Here is the molecule C6H9NO from the Open Molecules 2025 dataset. Energies are from ωB97M-V/def2-TZVPD.

Results
Gap between HOMO and LUMO ... 9.64 eV
Molar mass ... 111.1 g/mol
Structure (SMILES) ... O[C@@H]1[C@@H]2C=CCN[C@@H]12
HOMO level ... -8.87 eV

The geometry in ORCA input format:
```
! RIJCOSX wB97M-V def2-TZVPD def2/J DEFGRID3
* xyz 0 1
C -1.658 -0.074 0.359
C -0.381 -0.695 -0.114
C 1.988 -0.687 -0.327
C 1.797 0.947 -0.152
C 0.623 1.545 -0.026
C -0.387 0.651 0.409
H -2.451 0.627 -1.035
H -1.985 -0.367 1.420
H -0.336 -0.789 -1.213
H 0.898 -2.424 0.066
H 2.049 -1.145 -1.341
H 3.013 -0.926 0.210
H 2.886 1.583 -0.159
H 0.489 2.708 0.126
H -0.007 0.636 1.412
N 0.811 -1.374 0.446
O -2.766 -0.052 -0.438
*
```

Here are the natural (NBO) charges for atoms 1 to 5, given in e: 0.1356, -0.1102, -0.2644, -0.1906, -0.1980

Stability summary: most stable *one*, least stable *two*.